1.
Formula: C42H53AsBCl2N5O5SSi3Sn
Source: OMol25
Level of theory: ωB97M-V/def2-TZVPD

As for the molar mass: 1099.6 g mol⁻¹. For the HOMO energy, the calculation gives -1.151 eV. The calculation puts the energy relative to the best compared isomer or geometry (same formula, charge and spin) at 10.8 kcal/mol. The calculation puts the frontier orbital gap at 4.74 eV. As for the charge: -2.

Atoms and positions in Å:
H: -0.541 3.866 -5.410
C: -1.118 -0.047 4.259
C: 2.391 2.047 -2.038
C: 2.095 -4.671 -0.084
H: -1.491 3.035 1.477
H: 0.644 -4.168 -1.578
H: 1.879 -3.464 3.048
H: 2.343 -3.835 -3.220
H: -4.354 0.637 -5.154
H: -2.033 4.496 0.688
C: -3.874 1.422 -4.579
C: -0.131 4.252 -4.482
H: -0.205 5.114 -1.095
Cl: -1.137 3.520 6.076
H: -0.132 -0.036 -4.332
H: -4.615 1.826 -3.899
C: -7.646 -5.115 -2.207
C: -6.200 -5.619 -2.236
C: -0.864 5.590 -1.817
S: 0.874 -1.440 -2.307
H: -3.828 5.144 -3.210
C: -3.024 5.018 -3.927
H: -6.609 -6.570 -4.151
H: 4.267 4.821 -1.613
C: -3.333 -3.043 -0.314
C: -4.666 3.309 -0.941
H: 3.054 -5.215 1.714
H: -1.231 -0.211 -5.688
H: -4.994 -1.965 0.490
C: -4.672 -2.765 -0.155
H: -3.387 4.358 -4.707
H: -6.640 -3.337 -0.691
H: 0.289 5.231 -4.694
H: -4.401 0.331 -0.274
C: 4.235 -3.152 -2.558
C: -6.118 -6.890 -1.374
H: -1.474 -1.044 4.460
C: -5.209 -4.626 -1.637
O: 1.478 3.897 2.085
C: -0.197 2.502 3.762
H: -1.697 6.020 -1.269
C: -0.278 -2.105 2.411
H: -0.581 1.375 -5.287
Sn: 0.418 -0.030 -0.023
H: -2.114 -1.391 -2.400
H: -5.117 -7.312 -1.402
H: -3.280 -1.591 -3.690
As: -1.340 2.159 -1.986
H: 0.683 3.599 -4.181
H: 4.787 -3.669 -3.335
H: -8.307 -5.857 -2.656
H: -3.082 3.673 1.833
C: 0.563 -2.959 1.494
H: -4.893 -6.451 -3.777
Si: -1.454 4.263 -3.078
H: 2.135 1.257 -2.733
H: 3.060 4.680 0.589
H: -3.765 -0.802 -2.204
O: 2.289 -1.098 0.408
Cl: -2.218 0.607 6.639
H: -2.828 5.987 -4.377
N: 1.782 1.978 -0.866
C: -5.845 -5.936 -3.698
C: -0.429 0.186 3.067
H: 6.010 -2.225 -1.663
H: 2.579 -5.407 -0.710
C: 2.346 -4.562 1.223
N: 0.191 -3.161 0.168
B: -1.148 -3.193 -0.255
C: -0.874 2.235 4.936
H: -6.344 -6.639 -0.340
N: 2.884 -1.848 -0.555
H: -5.773 -5.015 -4.272
H: -5.414 3.280 -0.155
C: -2.936 -4.072 -1.177
H: -7.983 -4.950 -1.187
C: -3.846 -4.873 -1.825
C: -2.947 -0.916 -2.907
H: -3.959 0.861 1.348
H: 0.164 3.499 3.570
O: -2.239 -2.487 0.256
H: -5.086 2.818 -1.813
C: -5.594 -3.564 -0.827
O: -0.921 -2.669 3.298
H: -2.773 0.062 0.343
O: -1.593 -4.155 -1.188
C: -3.603 0.765 0.326
C: 1.195 -3.691 -0.758
C: 4.196 -1.671 -0.706
Si: -2.346 0.754 -3.604
Si: -3.032 2.444 -0.379
C: 3.565 4.022 -1.408
C: 3.294 3.046 -2.359
C: 2.914 3.954 -0.196
H: -3.595 2.211 -5.266
C: 1.617 -3.613 2.016
H: -4.500 4.350 -1.196
H: -3.482 -5.677 -2.441
C: 0.042 1.507 2.812
C: 4.939 -2.335 -1.631
H: 4.617 -0.986 0.014
H: 3.776 3.056 -3.326
C: 2.059 -2.582 -1.465
C: 2.900 -3.264 -2.491
H: -7.742 -4.185 -2.763
C: -1.339 0.959 5.181
C: 2.027 2.905 0.047
N: -0.119 -0.802 2.168
C: -0.949 0.441 -4.868
H: -0.315 6.409 -2.272
N: 0.697 1.751 1.629
C: 1.347 2.880 1.385
C: -2.356 3.520 1.039
H: -6.828 -7.645 -1.710


2.
Formula: C48H47BCsGeN10O2Se
Source: OMol25
Level of theory: ωB97M-V/def2-TZVPD

As for the molar mass: 1091.3 g mol⁻¹. For the HOMO energy, the calculation gives -5.959 eV. The calculation puts the energy relative to the best compared isomer or geometry (same formula, charge and spin) at 3.3 kcal/mol. The calculation puts the frontier orbital gap at 7.36 eV. As for the charge: -1.

Atoms and positions in Å:
C: -3.327 0.385 -1.628
H: 3.610 4.174 0.687
N: 2.746 -0.920 1.224
C: -0.329 -7.296 -1.145
H: -0.667 -0.311 3.145
H: 4.904 2.988 0.472
H: -0.903 -2.667 1.191
H: -4.701 5.628 1.219
C: -2.373 -5.935 -1.727
H: -4.450 8.055 0.955
N: 0.594 -3.746 -1.682
C: -1.553 7.065 -0.477
C: 5.281 -3.089 -3.149
C: -4.655 3.347 2.783
H: -0.332 -3.545 2.602
C: -4.559 2.732 1.532
H: -3.921 4.094 3.074
H: 0.106 2.830 -3.183
H: 0.199 -4.043 1.002
C: 3.902 -0.449 3.421
O: -2.992 -0.462 -2.481
H: 1.675 -2.302 3.968
H: 3.649 -4.900 -0.916
C: -1.696 5.693 -0.323
H: 0.277 1.105 -3.481
H: -5.710 3.486 4.647
C: -6.581 2.024 3.340
H: -3.983 1.665 -3.215
H: 4.909 -0.763 3.137
C: 0.830 2.019 -3.289
H: 1.624 3.208 2.335
H: 1.417 2.227 -4.187
H: -3.925 3.810 -1.864
C: 0.499 -6.095 -1.234
N: 2.928 1.084 -0.523
N: 4.268 -1.641 -1.456
Se: -1.250 -9.594 -0.832
H: 4.237 -3.320 -3.364
C: 2.235 3.024 -1.322
H: -7.361 1.748 4.040
O: -3.130 0.318 -0.385
H: -3.683 -2.440 -2.480
H: 3.731 -0.738 4.458
H: 3.874 0.640 3.354
H: 5.807 -4.020 -2.927
H: -7.191 0.604 1.855
C: 6.511 -1.597 -1.387
H: -2.348 3.086 -2.040
H: 7.546 -1.797 -1.614
C: -2.540 7.922 -0.009
C: 3.840 3.108 0.690
C: -1.618 1.167 1.913
H: 2.077 4.083 -1.460
C: -3.741 -5.791 -1.960
H: 7.850 -0.046 0.392
H: -5.293 -4.382 -2.425
C: 1.874 -6.112 -0.990
H: -2.433 8.993 -0.127
N: 1.730 -1.674 0.752
H: 2.437 -2.834 -1.548
H: -0.921 5.039 -0.713
C: -3.331 2.936 -1.580
C: 2.584 -4.941 -1.100
C: -0.029 -3.171 1.622
C: 0.599 1.390 2.820
H: -0.205 4.095 0.968
H: 5.728 -2.663 -4.050
C: -3.801 6.019 0.754
C: -0.573 0.658 2.668
C: 1.866 -1.961 2.962
C: -6.487 1.387 2.112
C: -0.318 3.124 1.433
C: 1.897 -3.773 -1.459
Cs: -0.393 -0.580 -1.073
C: -3.354 -3.455 -2.284
Ge: -3.052 3.168 0.356
C: -3.668 7.393 0.601
H: 3.671 2.714 1.692
H: -2.535 0.602 1.806
N: -2.416 -8.340 -1.311
H: -5.378 1.191 0.291
H: 1.410 0.991 3.416
C: -2.812 5.139 0.308
C: 6.782 0.097 0.554
C: 1.727 1.956 -2.089
H: 6.552 -0.158 1.590
B: 3.663 0.023 0.366
H: 2.345 -7.050 -0.720
C: -1.757 -7.217 -1.396
H: 4.293 0.656 1.159
C: -5.656 3.001 3.679
C: -1.567 -4.798 -1.802
H: -4.376 -6.667 -1.904
N: 2.179 0.807 -1.613
C: -5.480 1.733 1.218
N: -2.056 -3.589 -2.071
H: -0.674 7.466 -0.967
C: 1.166 -2.286 1.782
C: 0.721 2.624 2.209
C: -4.238 -4.541 -2.244
H: -5.041 1.653 -1.811
C: 6.021 -0.754 -0.411
C: 2.861 -1.096 2.563
N: 0.136 -8.481 -0.861
C: -1.499 2.402 1.268
N: 4.670 -0.799 -0.474
C: -0.102 -4.882 -1.567
C: 5.363 -2.123 -2.010
C: -3.994 1.672 -2.124
C: 3.003 2.429 -0.346
H: 6.553 1.156 0.422


3.
Formula: C3H38NO14S
Source: OMol25
Level of theory: ωB97M-V/def2-TZVPD

As for the molar mass: 344.4 g mol⁻¹. For the HOMO energy, the calculation gives -11.213 eV. The calculation puts the energy relative to the best compared isomer or geometry (same formula, charge and spin) at 97.2 kcal/mol. The calculation puts the frontier orbital gap at 9.02 eV. As for the charge: +1.

Atoms and positions in Å:
O: 0.953 -5.350 -0.858
C: -0.170 2.656 -0.804
H: 1.889 -4.571 0.593
H: 1.640 4.506 -3.288
H: 0.356 -0.845 -2.838
N: 1.096 1.846 -0.968
H: -1.479 0.918 -0.164
H: 1.549 1.971 -1.819
H: 3.022 0.566 -3.517
C: -1.213 1.997 0.274
H: -5.589 -1.079 3.135
H: -1.742 -4.706 -0.056
S: -2.570 2.882 2.380
H: -1.327 -0.874 2.438
H: -3.094 2.689 0.011
H: 5.269 3.227 1.598
H: -1.923 4.164 0.569
H: 1.182 -5.973 -1.512
H: 1.557 0.811 -3.448
H: 1.129 0.127 2.535
H: 0.400 -0.787 5.549
O: 2.376 1.195 -3.123
H: 0.702 -4.498 -1.277
H: 1.808 1.957 -0.356
H: -3.757 2.423 2.399
O: 1.871 3.561 -3.209
H: -4.357 -0.672 0.397
O: -0.123 -0.719 4.728
O: 0.522 -2.716 -2.695
O: -1.134 -3.945 -0.379
H: -4.768 0.444 -0.493
H: 1.133 -1.837 0.573
H: 1.888 1.296 1.733
C: -2.297 2.981 0.663
H: 1.513 -3.017 -2.647
H: -0.695 1.666 1.195
O: 4.751 3.138 0.771
H: 3.100 -4.146 1.278
O: 1.801 0.965 2.613
H: -0.553 -3.915 0.433
H: 0.747 0.840 -1.103
H: -2.355 -0.280 1.407
O: 2.490 -3.807 0.676
H: -1.027 -0.025 -3.298
O: -0.088 0.028 -3.030
H: -0.676 2.793 -1.789
H: 5.205 3.669 0.193
H: 2.451 3.359 -4.073
O: 1.674 -1.207 -0.024
O: -4.962 -0.809 2.495
H: 0.130 3.650 -0.592
O: -1.463 -0.743 1.543
H: 2.472 -0.913 0.349
O: -4.002 -0.013 -0.331
H: -0.671 -0.019 4.939
H: -0.107 -3.215 -2.011
H: -4.532 -1.645 2.236


4.
Formula: HNO3S
Source: OMol25
Level of theory: ωB97M-V/def2-TZVPD

As for the molar mass: 95.1 g mol⁻¹. For the HOMO energy, the calculation gives -9.844 eV. The calculation puts the energy relative to the best compared isomer or geometry (same formula, charge and spin) at 45.4 kcal/mol. The calculation puts the frontier orbital gap at 10.01 eV. As for the charge: 0.

Atoms and positions in Å:
O: 0.813 0.361 -0.056
S: 0.189 1.449 1.014
N: 0.201 -0.854 -0.452
O: 0.966 -1.627 -0.873
H: -1.220 1.476 0.719
O: -0.948 -0.805 -0.353


5.
Formula: C4H9NO2
Source: OMol25
Level of theory: ωB97M-V/def2-TZVPD

As for the molar mass: 103.1 g mol⁻¹. Its structure (SMILES) is C=CC(N)=O.[H][H].C=O. For the HOMO energy, the calculation gives -9.711 eV. The calculation puts the energy relative to the best compared isomer or geometry (same formula, charge and spin) at 71.7 kcal/mol. The calculation puts the frontier orbital gap at 9.78 eV. As for the charge: 0.

Atoms and positions in Å:
C: -1.376 -0.954 0.962
H: 2.180 0.367 1.010
C: -1.268 1.047 -1.495
H: -2.195 1.366 -1.964
H: 0.550 0.798 0.536
O: 1.928 -2.047 0.855
H: 1.569 2.310 -1.064
H: -0.310 -2.635 0.124
C: 1.045 -1.208 0.754
H: -0.969 0.010 -1.775
H: -1.336 -0.031 1.556
N: 1.215 0.125 0.916
H: -2.319 -1.454 0.836
O: -0.685 1.776 -0.721
H: 2.291 2.155 -1.045
C: -0.322 -1.626 0.516


6.
Formula: C20H38Ag2Co2N2O8
Source: OMol25
Level of theory: ωB97M-V/def2-TZVPD

As for the molar mass: 768.1 g mol⁻¹. For the HOMO energy (alpha / beta), the calculation gives -13.808 / -14.145 eV. The calculation puts the energy relative to the best compared isomer or geometry (same formula, charge and spin) at 645.3 kcal/mol. As for the multiplicity: 7. The calculation puts the frontier orbital gap (alpha / beta) at 7.16 / 5.06 eV. As for the charge: +2.

Atoms and positions in Å:
O: 23.988 -9.128 -4.894
H: 26.266 -5.447 -2.679
C: 25.734 -9.606 -6.696
H: 21.115 -7.072 0.456
O: 25.929 -10.895 -6.864
N: 24.790 -2.849 -5.011
H: 25.587 -5.328 -5.861
C: 25.521 -5.781 0.855
H: 24.822 -7.940 -0.078
C: 22.619 -4.129 -4.828
H: 24.676 -3.967 -2.054
H: 25.271 -3.457 -0.493
O: 26.482 -8.946 -6.050
O: 24.654 -8.964 -6.780
H: 21.779 -3.652 -2.936
H: 25.842 -1.806 -6.159
H: 26.274 -3.627 -1.966
H: 22.204 -5.127 -4.973
O: 22.849 -8.210 -3.568
H: 22.587 -6.263 1.146
C: 25.241 -5.671 -0.712
C: 24.723 -4.250 -1.002
C: 24.546 -5.296 -5.540
H: 20.790 -7.104 -1.834
H: 26.784 -1.382 -3.244
C: 23.305 -3.977 -0.556
H: 26.672 -4.019 -3.698
H: 22.686 -4.049 -7.348
Ag: 24.667 -7.855 -2.819
H: 22.062 -8.143 -2.223
H: 24.477 -5.917 -4.647
H: 25.327 -4.786 -3.104
H: 26.174 -6.646 0.974
H: 24.485 -3.836 -7.559
H: 22.293 -4.652 -2.275
H: 25.427 -0.904 -2.335
H: 23.241 -1.841 -3.319
C: 23.450 -8.047 -4.619
C: 25.695 -1.381 -3.278
H: 25.268 -0.775 -4.077
H: 23.681 -2.499 -1.830
C: 23.639 -2.760 -2.887
C: 22.372 -4.965 -1.234
Co: 25.235 -8.175 -5.487
O: 25.968 -2.668 -5.755
H: 24.576 -5.849 1.393
H: 27.127 -4.801 -1.294
N: 24.160 -6.685 -1.139
H: 22.630 -7.865 0.685
H: 21.350 -4.794 -0.898
Co: 23.124 -9.745 -3.615
H: 23.331 -2.507 -7.014
H: 26.102 -4.949 1.252
C: 23.906 -3.945 -5.594
H: 22.957 -3.001 -0.895
C: 22.689 -6.404 -1.024
O: 24.633 -7.966 -1.018
H: 23.168 -4.727 -2.773
C: 22.191 -6.919 0.370
C: 25.019 -2.757 -3.492
C: 21.840 -7.080 -2.126
H: 23.226 -4.138 0.519
Ag: 23.123 -10.011 -6.560
C: 23.595 -3.564 -6.991
O: 24.065 -7.103 -5.060
H: 21.941 -6.663 -3.127
H: 27.030 -6.585 -1.647
C: 22.762 -3.890 -3.341
H: 23.970 -5.788 -6.324
C: 26.504 -5.630 -1.632
H: 21.856 -3.470 -5.243
C: 25.888 -3.863 -2.958


Which value of charge does entry 1 give? -2


Among the records above, which one has the highest charge? C20H38Ag2Co2N2O8


Copy entry 6 word for word.
Formula: C20H38Ag2Co2N2O8
Source: OMol25
Level of theory: ωB97M-V/def2-TZVPD

As for the molar mass: 768.1 g mol⁻¹. For the HOMO energy (alpha / beta), the calculation gives -13.808 / -14.145 eV. The calculation puts the energy relative to the best compared isomer or geometry (same formula, charge and spin) at 645.3 kcal/mol. As for the multiplicity: 7. The calculation puts the frontier orbital gap (alpha / beta) at 7.16 / 5.06 eV. As for the charge: +2.

Atoms and positions in Å:
O: 23.988 -9.128 -4.894
H: 26.266 -5.447 -2.679
C: 25.734 -9.606 -6.696
H: 21.115 -7.072 0.456
O: 25.929 -10.895 -6.864
N: 24.790 -2.849 -5.011
H: 25.587 -5.328 -5.861
C: 25.521 -5.781 0.855
H: 24.822 -7.940 -0.078
C: 22.619 -4.129 -4.828
H: 24.676 -3.967 -2.054
H: 25.271 -3.457 -0.493
O: 26.482 -8.946 -6.050
O: 24.654 -8.964 -6.780
H: 21.779 -3.652 -2.936
H: 25.842 -1.806 -6.159
H: 26.274 -3.627 -1.966
H: 22.204 -5.127 -4.973
O: 22.849 -8.210 -3.568
H: 22.587 -6.263 1.146
C: 25.241 -5.671 -0.712
C: 24.723 -4.250 -1.002
C: 24.546 -5.296 -5.540
H: 20.790 -7.104 -1.834
H: 26.784 -1.382 -3.244
C: 23.305 -3.977 -0.556
H: 26.672 -4.019 -3.698
H: 22.686 -4.049 -7.348
Ag: 24.667 -7.855 -2.819
H: 22.062 -8.143 -2.223
H: 24.477 -5.917 -4.647
H: 25.327 -4.786 -3.104
H: 26.174 -6.646 0.974
H: 24.485 -3.836 -7.559
H: 22.293 -4.652 -2.275
H: 25.427 -0.904 -2.335
H: 23.241 -1.841 -3.319
C: 23.450 -8.047 -4.619
C: 25.695 -1.381 -3.278
H: 25.268 -0.775 -4.077
H: 23.681 -2.499 -1.830
C: 23.639 -2.760 -2.887
C: 22.372 -4.965 -1.234
Co: 25.235 -8.175 -5.487
O: 25.968 -2.668 -5.755
H: 24.576 -5.849 1.393
H: 27.127 -4.801 -1.294
N: 24.160 -6.685 -1.139
H: 22.630 -7.865 0.685
H: 21.350 -4.794 -0.898
Co: 23.124 -9.745 -3.615
H: 23.331 -2.507 -7.014
H: 26.102 -4.949 1.252
C: 23.906 -3.945 -5.594
H: 22.957 -3.001 -0.895
C: 22.689 -6.404 -1.024
O: 24.633 -7.966 -1.018
H: 23.168 -4.727 -2.773
C: 22.191 -6.919 0.370
C: 25.019 -2.757 -3.492
C: 21.840 -7.080 -2.126
H: 23.226 -4.138 0.519
Ag: 23.123 -10.011 -6.560
C: 23.595 -3.564 -6.991
O: 24.065 -7.103 -5.060
H: 21.941 -6.663 -3.127
H: 27.030 -6.585 -1.647
C: 22.762 -3.890 -3.341
H: 23.970 -5.788 -6.324
C: 26.504 -5.630 -1.632
H: 21.856 -3.470 -5.243
C: 25.888 -3.863 -2.958


charge of number 2 (C48H47BCsGeN10O2Se)? -1